Molecular formula: C6H12BN2O3
Method: DFT, ωB97M-V/def2-TZVPD

## Properties
- ΔE to the lowest compared entry with this formula, charge and spin (kJ/mol) = 68.6
- SMILES = NC/C(O)=[N+]1\CC=C[C@@H]1B(O)O
- F_max (eV/A) = 4.03
- orbital gap (eV) = 10.36
- highest occupied orbital energy (eV) = -13.1119
- E_LUMO (eV) = -2.75
- total charge = +1

The geometry in XYZ format:
```
24
Properties=species:S:1:pos:R:3:forces:R:3
N -0.572990 2.802622 1.937360 -0.452 -3.211 -0.708
C -0.874345 1.957007 0.768564 -1.432 3.004 -1.020
C 0.028296 0.775795 0.706546 -0.564 0.613 0.072
O 0.564314 0.441547 1.863713 -1.321 1.655 -0.221
N 0.246410 0.167513 -0.389243 1.366 -2.938 -0.177
C -0.115910 0.389092 -1.790008 -0.133 1.901 1.045
C 0.824557 -0.472427 -2.592069 0.089 0.275 3.426
C 1.469207 -1.303207 -1.785903 -2.131 1.633 1.684
C 1.054652 -1.108604 -0.335266 -0.567 1.610 1.136
B 0.036847 -2.213075 0.323219 -1.274 2.937 -1.446
O -1.338523 -1.905657 0.355309 0.755 -0.686 0.423
O 0.676292 -3.281101 0.653230 -0.202 -3.802 1.327
H -0.010296 3.609766 1.822251 0.045 0.636 0.334
H -1.170527 2.583381 2.707071 -0.192 1.187 0.499
H -1.987329 1.706194 0.739245 1.520 -0.170 0.161
H -0.759604 2.627493 -0.139336 0.032 -1.024 0.745
H 0.192153 1.300189 2.390094 1.419 -1.373 -0.327
H -0.116650 1.474607 -1.755771 0.543 0.423 -1.608
H -1.136766 0.169440 -1.965825 -1.189 -0.713 -0.127
H 0.963013 -0.329880 -3.583125 0.189 0.157 -2.994
H 2.087385 -2.095206 -1.955892 1.765 -1.754 -1.024
H 1.878317 -0.767661 0.351920 -0.295 -1.301 -0.652
H -1.993800 -2.525469 0.756282 1.030 0.561 -0.475
H 0.055297 -4.002359 0.917635 0.996 0.381 -0.072
```
Forces are in eV/Å.

---

Molecular formula: C18H54O9
Method: DFT, ωB97M-V/def2-TZVPD

## Properties
- ΔE to the lowest compared entry with this formula, charge and spin (kJ/mol) = 296.5
- SMILES = CC(C)O.CC(C)O.CC(C)O.CC(C)O.CC(C)O.CC(C)O.O.O.O
- F_max (eV/A) = 3.82
- orbital gap (eV) = 9.84
- highest occupied orbital energy (eV) = -9.8694
- E_LUMO (eV) = -0.03

The geometry in XYZ format:
```
81
Properties=species:S:1:pos:R:3:forces:R:3
C -1.919497 3.969223 1.582277 0.480 0.241 -1.336
C -2.778687 3.765273 0.327537 -2.431 1.414 1.432
C -3.384887 5.041313 -0.320603 0.336 -0.200 1.209
O -2.097107 3.099733 -0.648913 1.409 -1.559 -1.126
H -1.499427 3.031693 1.946517 -0.326 -0.140 -0.006
H -2.441507 4.493363 2.382827 0.071 0.055 -0.178
H -1.064647 4.526443 1.199087 0.233 0.420 0.525
H -3.662127 3.221953 0.662877 -0.130 -0.602 -0.038
H -4.085407 4.770803 -1.110663 0.378 -0.079 -0.279
H -2.564827 5.675013 -0.658283 -0.216 0.128 -0.267
H -3.999177 5.573533 0.405677 0.152 0.238 0.162
H -2.704437 2.506103 -1.096503 0.084 -0.009 -0.099
C 1.198313 -4.998077 6.039877 1.700 0.341 0.821
C 0.305343 -4.247867 5.095177 1.797 2.050 2.671
C 0.775403 -2.772917 4.898257 -1.447 0.135 -0.401
O 0.281683 -4.940707 3.911817 -1.075 -0.358 -1.358
H 1.041243 -4.682347 7.071257 -0.297 -0.264 0.132
H 2.241693 -4.731837 5.870827 0.220 -0.195 -0.295
H 1.130253 -6.080567 5.931757 -0.275 -0.014 0.173
H -0.599237 -4.242767 5.703297 -1.061 0.305 -0.965
H 1.765783 -2.574547 4.488507 -0.005 -0.600 -0.111
H 0.649403 -2.083667 5.733207 0.260 -0.711 0.784
H 0.022043 -2.309007 4.261597 0.162 -0.077 -0.749
H -0.204027 -5.716707 4.200787 0.002 -0.601 -0.819
C 3.652153 -3.946117 -0.360843 0.257 -0.768 0.275
C 3.288383 -5.470127 -0.220323 -2.019 1.375 -0.919
C 3.449413 -6.248087 -1.521093 1.556 0.111 0.194
O 3.834593 -6.085247 0.907657 0.675 -0.289 0.415
H 2.899843 -3.316567 -0.836003 -0.084 -0.506 -0.687
H 4.609173 -3.896857 -0.880253 -0.014 0.387 -0.065
H 3.739923 -3.421957 0.590817 0.307 -0.528 0.369
H 2.218833 -5.523577 -0.017113 -0.512 0.375 -0.320
H 3.260813 -7.316347 -1.414573 -0.695 0.164 0.046
H 4.495213 -6.247737 -1.828363 0.318 0.249 -0.005
H 2.925013 -5.757727 -2.341243 -0.344 -0.260 0.152
H 3.113993 -5.978357 1.532877 0.522 -0.280 0.581
C 3.836483 7.040513 -2.494973 -0.792 -0.359 -0.473
C 3.402633 5.608323 -2.105523 -0.362 1.241 1.209
C 1.925283 5.569813 -1.707543 -0.551 -0.091 -0.084
O 3.666803 4.671963 -3.116703 0.283 -0.011 -0.045
H 3.303203 7.774353 -1.890653 0.171 -0.091 0.337
H 3.469453 7.242293 -3.501293 0.144 -0.094 -0.252
H 4.904523 7.256393 -2.466933 -0.035 -0.334 0.070
H 3.945223 5.343503 -1.198013 0.383 -0.132 0.108
H 1.676593 6.170753 -0.832813 0.253 0.499 -0.153
H 1.553713 4.592023 -1.401003 0.446 -0.433 -0.223
H 1.296083 5.853163 -2.551303 -0.035 0.258 -0.025
H 3.727663 3.853223 -2.619143 0.089 -0.576 -0.459
C -1.142657 2.514463 -5.825693 -0.023 -0.893 -0.021
C -0.964887 0.978163 -5.721333 -0.226 0.814 1.071
C -0.055037 0.690373 -4.491093 0.188 0.196 -0.055
O -2.269517 0.372803 -5.546143 0.855 -0.095 -0.546
H -0.181847 3.028553 -5.800073 -0.044 0.033 0.068
H -1.741927 2.785583 -4.956513 0.055 0.443 0.033
H -1.677137 2.788183 -6.735363 -0.019 -0.017 0.050
H -0.557147 0.642303 -6.674753 -0.072 -0.536 0.242
H 1.003753 0.892553 -4.652903 0.042 0.065 -0.504
H -0.083857 -0.301337 -4.039663 -0.406 -0.224 -0.493
H -0.299937 1.380933 -3.684083 -0.354 0.129 0.074
H -2.719047 0.836983 -4.836183 0.020 0.103 0.109
C -5.161227 -2.699327 2.336837 0.689 0.081 0.922
C -4.901647 -1.192027 2.144867 -0.415 -1.808 0.820
C -4.128667 -0.490677 3.248107 -0.947 -0.016 0.180
O -4.150377 -1.134927 1.000297 0.279 1.298 -2.608
H -4.165677 -3.136277 2.414587 0.202 -0.281 0.550
H -5.557337 -3.242397 1.478777 -0.541 0.634 -0.089
H -5.728327 -2.902987 3.245147 -0.037 -0.237 -0.039
H -5.886767 -0.732467 2.064687 0.154 0.417 -0.714
H -4.396017 0.564403 3.189597 0.165 0.087 0.227
H -3.054817 -0.561447 3.075087 -0.032 -0.314 0.326
H -4.475677 -0.900307 4.196727 0.462 0.230 0.317
H -3.357107 -1.663917 1.112027 0.140 -0.107 0.047
O -0.923517 -2.930807 0.517597 -0.107 0.373 0.074
H -0.709787 -3.644267 1.118867 0.114 -0.203 0.335
H -0.793497 -3.304437 -0.354023 -0.007 -0.050 -0.295
O 0.863563 0.259213 0.290987 0.355 0.074 -0.033
H 0.472593 -0.573647 0.555037 -0.160 -0.369 0.098
H 0.150553 0.734493 -0.135563 -0.224 0.248 -0.103
O 4.184353 1.132183 -1.676623 0.165 0.242 -0.257
H 4.390133 1.187873 -0.743473 0.032 0.003 0.256
H 3.417333 0.561163 -1.719573 -0.285 -0.142 0.033
```
Forces are in eV/Å.

---

Molecular formula: C4H11Cl4N2O5Sn
Method: DFT, ωB97M-V/def2-TZVPD

## Properties
- ΔE to the lowest compared entry with this formula, charge and spin (kJ/mol) = 38.5
- F_max (eV/A) = 4.37
- orbital gap (eV) = 5.77
- highest occupied orbital energy (eV) = -12.8199
- E_LUMO (eV) = -7.05
- total charge = +1

The geometry in XYZ format:
```
27
Properties=species:S:1:pos:R:3:forces:R:3
Sn -0.915581 3.022812 -1.729274 1.493 -3.486 2.164
O 0.398794 1.314077 0.050002 -1.514 1.870 -1.504
H 1.054257 0.714186 -0.332867 -0.123 0.345 -0.361
C -1.999776 -1.315264 -0.834796 0.603 0.384 -0.890
N -2.981387 -0.299856 -0.372219 -0.101 -0.853 0.682
O -3.883115 -0.702548 0.309694 0.139 0.285 -0.169
O -2.858446 0.874191 -0.708414 0.396 1.052 -0.550
H -2.451337 -1.765217 -1.718400 -0.189 -0.405 0.322
H -1.759499 -2.003962 -0.030912 -0.387 -0.020 -0.061
H -1.103868 -0.826240 -1.212328 -0.078 0.281 0.365
C 2.567174 -0.291915 -2.920225 0.204 0.027 -0.387
N 1.127776 -0.336752 -3.193158 -1.106 -0.526 0.474
O 0.615396 -1.419437 -3.338265 0.036 0.442 -0.133
O 0.491869 0.718624 -3.153234 -0.049 0.457 -0.124
H 2.648123 -0.076266 -1.856374 0.237 0.002 -0.071
H 2.973204 0.510720 -3.531512 0.187 -0.065 0.180
H 2.940454 -1.276399 -3.186456 0.243 0.178 0.145
C 2.211495 -0.572429 2.310837 -0.166 -0.075 0.682
Cl 2.106873 0.484174 3.738058 0.100 0.184 -0.269
Cl 2.763759 -2.173717 2.800841 -0.003 -0.239 -0.165
H 1.190378 -0.645669 1.946950 0.222 -0.048 -0.320
H 2.936198 -0.189590 1.598592 -0.219 0.205 0.059
C -1.571810 1.266486 2.900032 0.141 0.200 0.378
Cl -1.439403 2.382275 4.248433 0.162 0.660 0.231
Cl -2.276567 -0.223182 3.523345 -0.028 -0.388 -0.498
H -2.221493 1.730261 2.162191 -0.010 -0.303 -0.039
H -0.563476 1.100636 2.529453 -0.191 -0.163 -0.141
```
Forces are in eV/Å.